(1)
The following is a DFT calculation (the ωB97M-V functional and the def2-TZVPD basis) of one molecule with the formula C6H4Cl2NO2P in a non-equilibrium geometry.

Calculated values
LUMO energy: -0.51 eV
highest occupied orbital energy: -9.3 eV
frontier orbital gap: 8.794 eV
energy: -46200.5665 eV
relative energy (zero: lowest compared OMol25 entry of this formula, charge and spin): 177.5 kJ/mol

Geometry as ORCA input:
```
! RIJCOSX wB97M-V def2-TZVPD def2/J DEFGRID3
* xyz 0 1
H -4.20 1.18 -1.66
P -3.29 0.13 -2.09
N -2.52 0.28 -0.76
O -2.50 1.03 0.18
O -1.48 -0.87 -0.74
C -0.28 -0.56 -0.09
C 0.07 -0.97 1.16
C 1.32 -0.71 1.71
C 2.32 -0.04 0.97
C 2.03 0.29 -0.28
Cl 3.30 1.29 -1.18
C 0.78 0.16 -0.83
Cl 0.40 0.76 -2.40
H -0.60 -1.50 1.78
H 1.33 -0.61 2.82
H 3.32 0.12 1.41
*
```

(2)
The following is a DFT calculation (the ωB97M-V functional and the def2-TZVPD basis) of one molecule with the formula C6H4Cl2OS.

Calculated values
LUMO energy: -0.33 eV
highest occupied orbital energy: -9.4 eV
frontier orbital gap: 9.054 eV
energy: -44214.1246 eV
relative energy (zero: lowest compared OMol25 entry of this formula, charge and spin): 0.0 kJ/mol

Geometry as ORCA input:
```
! RIJCOSX wB97M-V def2-TZVPD def2/J DEFGRID3
* xyz 0 1
O 2.10 1.26 0.00
C 1.50 0.21 0.01
C 2.19 -1.14 0.02
Cl 3.93 -0.99 -0.04
C 0.01 0.20 0.03
C -0.78 1.32 0.00
C -2.17 1.04 -0.01
C -2.39 -0.30 0.01
Cl -3.95 -1.04 -0.04
S -0.95 -1.25 0.04
H 1.92 -1.67 0.94
H 1.87 -1.74 -0.86
H -0.34 2.30 -0.07
H -2.93 1.80 -0.03
*
```

(3)
The following is a DFT calculation (the ωB97M-V functional and the def2-TZVPD basis) of an isolated ion of composition C6H4Cl3O3 and charge -1 in a non-equilibrium geometry.

Calculated values
LUMO energy: 3.24 eV
highest occupied orbital energy: -4.6 eV
frontier orbital gap: 7.872 eV
energy: -49997.0327 eV

Geometry as ORCA input:
```
! RIJCOSX wB97M-V def2-TZVPD def2/J DEFGRID3
* xyz -1 1
O 2.57 0.00 -1.30
C 2.46 0.27 -0.12
O 3.24 0.54 0.76
C 0.85 0.18 0.40
O 0.25 0.93 1.44
C -0.17 1.24 0.16
Cl 0.25 2.82 -0.37
C -1.51 0.68 -0.24
C -1.39 -0.82 0.18
C 0.08 -1.16 0.05
Cl 0.54 -2.46 1.11
Cl 0.46 -1.52 -1.62
H -1.40 0.53 -1.32
H -2.52 1.18 0.21
H -1.71 -1.03 1.24
H -1.97 -1.38 -0.58
*
```

(4)
The following is a DFT calculation (the ωB97M-V functional and the def2-TZVPD basis) of C6H4Cl4F42N2O8P5S4V2 as an isolated structure in a non-equilibrium geometry.

Calculated values
LUMO energy (alpha / beta): 6.12 / 6.12 eV
highest occupied orbital energy (alpha / beta): 2.0 / -1.8 eV
frontier orbital gap (alpha / beta): 4.123 / 7.933 eV
energy: -331055.0636 eV

Geometry as ORCA input:
```
! RIJCOSX wB97M-V def2-TZVPD def2/J DEFGRID3
* xyz -4 8
V -2.65 -0.74 1.50
V 2.53 0.12 -0.79
P -4.80 0.90 2.53
F -5.01 0.21 1.03
F -3.29 1.42 2.19
F -5.36 2.34 2.05
F -4.72 1.43 4.05
F -6.33 0.42 2.90
F -4.18 -0.49 3.09
P -1.27 0.76 -0.72
F 0.31 0.60 -1.01
F -0.86 0.70 0.85
F -1.28 2.37 -0.58
F -2.81 0.74 -0.16
F -1.69 0.77 -2.32
F -1.35 -0.85 -0.78
P 0.99 -2.10 1.89
F -0.63 -1.72 2.02
F 0.68 -2.95 0.50
F 1.30 -0.76 0.99
F 2.56 -2.44 1.87
F 1.27 -1.54 3.40
F 0.85 -3.50 2.63
P -1.32 0.49 4.91
F -1.50 0.12 3.35
F -1.89 1.98 4.85
F -2.78 0.04 5.29
F -1.10 0.73 6.53
F -0.77 -1.08 5.13
F 0.22 1.08 4.69
P -2.77 -3.94 -0.26
F -2.13 -5.18 -1.10
F -4.08 -4.84 0.14
F -1.85 -4.40 1.02
F -3.28 -2.61 0.54
F -1.53 -3.18 -0.79
F -3.59 -3.45 -1.55
C 3.68 -3.49 -2.80
F 4.48 -2.48 -3.04
F 3.98 -4.50 -3.60
F 3.88 -3.94 -1.56
S 1.80 -2.91 -2.95
O 1.74 -1.76 -2.03
O 1.59 -2.62 -4.38
N 0.75 -4.24 -2.32
S 0.40 -5.02 -3.63
O 1.43 -5.27 -4.67
O -0.16 -6.23 -3.07
C -1.16 -4.18 -4.48
F -1.20 -4.34 -5.83
F -2.27 -4.68 -3.93
F -1.12 -2.82 -4.24
C 1.50 4.47 0.62
F 2.42 5.06 0.02
F 0.97 5.33 1.51
F 0.56 4.07 -0.25
S 2.30 2.95 1.48
O 1.51 2.62 2.69
O 2.03 1.91 0.50
N 4.01 3.19 1.84
S 4.08 4.27 2.92
O 3.80 5.61 2.46
O 3.43 3.82 4.15
C 5.94 4.37 3.46
F 6.12 5.27 4.48
F 6.27 3.12 3.88
F 6.75 4.68 2.46
C 2.24 1.05 -4.96
Cl 3.62 -0.09 -5.26
Cl 1.83 1.15 -3.17
H 2.32 2.00 -5.49
H 1.36 0.51 -5.33
C -3.22 4.35 -3.08
Cl -4.29 4.12 -4.48
Cl -4.11 4.61 -1.52
H -2.64 3.43 -3.06
H -2.51 5.16 -3.26
*
```

(5)
The following is a DFT calculation (the ωB97M-V functional and the def2-TZVPD basis) of one molecule with the formula C6H4F2 in a non-equilibrium geometry.

Calculated values
LUMO energy: 1.02 eV
highest occupied orbital energy: -9.5 eV
frontier orbital gap: 10.555 eV
energy: -11721.4952 eV
relative energy (zero: lowest compared OMol25 entry of this formula, charge and spin): 14.9 kJ/mol

Geometry as ORCA input:
```
! RIJCOSX wB97M-V def2-TZVPD def2/J DEFGRID3
* xyz 0 1
F 1.55 -1.17 1.13
C 0.56 -0.31 0.68
C 0.41 0.96 1.24
C -0.49 1.89 0.71
C -1.36 1.50 -0.31
C -1.25 0.21 -0.85
F -2.06 -0.15 -1.89
C -0.27 -0.71 -0.35
H 1.02 1.29 2.05
H -0.55 2.88 1.11
H -2.06 2.22 -0.73
H -0.20 -1.67 -0.84
*
```

(6)
The following is a DFT calculation (the ωB97M-V functional and the def2-TZVPD basis) of one molecule with the formula C6H4F2 in a non-equilibrium geometry.

Calculated values
LUMO energy: 1.03 eV
highest occupied orbital energy: -9.4 eV
frontier orbital gap: 10.473 eV
energy: -11721.4719 eV
relative energy (zero: lowest compared OMol25 entry of this formula, charge and spin): 17.2 kJ/mol

Geometry as ORCA input:
```
! RIJCOSX wB97M-V def2-TZVPD def2/J DEFGRID3
* xyz 0 1
F -1.85 1.52 -1.43
C -0.94 0.74 -0.75
C 0.26 0.27 -1.34
C 1.21 -0.42 -0.60
C 0.97 -0.73 0.71
C -0.24 -0.28 1.30
F -0.51 -0.67 2.57
C -1.16 0.44 0.59
H 0.45 0.42 -2.40
H 2.14 -0.78 -1.06
H 1.76 -1.25 1.29
H -2.08 0.73 1.12
*
```

(7)
The following is a DFT calculation (the ωB97M-V functional and the def2-TZVPD basis) of C6H4IMoN2S3Sb as an isolated structure in a non-equilibrium geometry.

Calculated values
LUMO energy (alpha / beta): -6.14 / -5.81 eV
highest occupied orbital energy (alpha / beta): -12.2 / -12.4 eV
frontier orbital gap (alpha / beta): 6.039 / 6.589 eV
energy: -58260.1234 eV
relative energy (zero: lowest compared OMol25 entry of this formula, charge and spin): 107.8 kJ/mol

Geometry as ORCA input:
```
! RIJCOSX wB97M-V def2-TZVPD def2/J DEFGRID3
* xyz 1 2
Mo 0.47 0.03 -1.75
S 0.00 1.41 -5.68
Sb 1.02 2.43 -4.06
S -0.63 1.81 -2.13
S 2.27 0.48 -2.86
I 2.41 -1.56 0.09
C 0.88 -0.67 1.16
C 0.75 -0.79 2.52
C -0.35 -0.19 3.12
C -1.27 0.49 2.34
C -1.06 0.57 0.98
N 0.01 0.00 0.39
H 1.47 -1.35 3.10
H -0.49 -0.26 4.19
H -2.14 0.96 2.77
H -1.75 1.09 0.33
N -1.08 -2.72 -2.31
C -0.51 -1.72 -2.19
*
```